[1]
The following is a DFT calculation (wB97M-V/def2-TZVPD) of the molecule C19H26ClNO2.

Last columns: bonded neighbours and bond lengths (Å).
Cartesian coordinates (Å):
1 O 2.388 -2.367 -0.424  C2 1.222
2 C 1.201 -2.225 -0.170  O1 1.222, C3 1.521, N8 1.355
3 C 0.154 -3.242 -0.596  C2 1.521, C4 1.550, C7 1.537, H24 1.092
4 C -0.546 -2.803 -1.907  C3 1.550, C5 1.531, H25 1.089, H26 1.092
5 C -0.162 -3.853 -2.951  C4 1.531, C6 1.524, H27 1.089, H28 1.090
6 C 0.049 -5.120 -2.132  C5 1.524, C7 1.524, H29 1.089, H30 1.092
7 C 0.800 -4.601 -0.911  C3 1.537, C6 1.524, H31 1.089, H32 1.091
8 N 0.777 -1.138 0.518  C2 1.355, C9 1.440, C23 1.456
9 C -0.577 -0.677 0.685  N8 1.440, C10 1.535, H33 1.096, H34 1.088
10 C -0.856 0.518 -0.238  C9 1.535, C11 1.542, H35 1.091, H36 1.088
11 C 0.310 1.527 -0.263  C10 1.542, C12 1.556, C14 1.554, C22 1.534
12 C 1.073 1.418 -1.615  C11 1.556, O13 1.401, H37 1.098, H38 1.095
13 O 1.182 0.130 -2.156  C12 1.401, H39 0.965
14 C -0.211 2.990 -0.203  C11 1.554, C15 1.501, H40 1.092, H41 1.092
15 C -0.784 3.414 1.117  C14 1.501, C16 1.392, C20 1.395
16 C -2.129 3.206 1.411  C15 1.392, C17 1.383, H42 1.080
17 C -2.675 3.561 2.631  C16 1.383, C18 1.383, H43 1.079
18 C -1.881 4.158 3.595  C17 1.383, C19 1.383, H44 1.079
19 C -0.552 4.419 3.317  C18 1.383, C20 1.385, H45 1.079
20 C -0.019 4.055 2.091  C15 1.395, C19 1.385, Cl21 1.735
21 Cl 1.640 4.465 1.792  C20 1.735
22 C 1.244 1.258 0.923  C11 1.534, C23 1.528, H46 1.090, H47 1.092
23 C 1.776 -0.174 0.955  N8 1.456, C22 1.528, H48 1.098, H49 1.094
24 H -0.574 -3.361 0.209  C3 1.092
25 H -0.229 -1.809 -2.220  C4 1.089
26 H -1.629 -2.790 -1.765  C4 1.092
27 H -0.925 -3.965 -3.721  C5 1.089
28 H 0.775 -3.570 -3.431  C5 1.090
29 H 0.608 -5.884 -2.671  C6 1.089
30 H -0.914 -5.541 -1.834  C6 1.092
31 H 0.753 -5.281 -0.062  C7 1.089
32 H 1.850 -4.435 -1.161  C7 1.091
33 H -0.710 -0.379 1.732  C9 1.096
34 H -1.286 -1.473 0.469  C9 1.088
35 H -1.021 0.153 -1.252  C10 1.091
36 H -1.772 0.995 0.105  C10 1.088
37 H 2.061 1.885 -1.506  C12 1.098
38 H 0.516 1.982 -2.371  C12 1.095
39 H 1.831 -0.390 -1.667  O13 0.965
40 H 0.621 3.650 -0.455  C14 1.092
41 H -0.978 3.103 -0.973  C14 1.092
42 H -2.770 2.774 0.656  C16 1.080
43 H -3.721 3.378 2.826  C17 1.079
44 H -2.295 4.437 4.551  C18 1.079
45 H 0.075 4.910 4.045  C19 1.079
46 H 2.093 1.941 0.888  C22 1.090
47 H 0.697 1.463 1.845  C22 1.092
48 H 2.090 -0.424 1.977  C23 1.098
49 H 2.655 -0.289 0.316  C23 1.094

Values from the calculation:
Multiplicity: 1
Electronic energy: -1405.0560 Ha
F_max: 0.56 eV Å⁻¹
HOMO level: -9.03 eV

Results of the Mulliken charge analysis, in e, for atoms 1 through 5: -0.69, 0.19, 0.10, -0.39, -0.86



[2]
The following is a DFT calculation (wB97M-V/def2-TZVPD) of the molecule C19H26N2O4.

Last columns: bonded neighbours and bond lengths (Å).
Cartesian coordinates (Å):
1 C -7.107 -1.815 0.110  C2 1.521, H26 1.086, H27 1.087, H28 1.086
2 C -5.868 -1.110 -0.419  C1 1.521, O3 1.414, H29 1.099, H30 1.099
3 O -5.041 -0.809 0.688  C2 1.414, C4 1.358
4 C -3.865 -0.164 0.474  O3 1.358, C5 1.391, C25 1.395
5 C -3.377 0.233 -0.766  C4 1.391, C6 1.383, H31 1.078
6 C -2.157 0.879 -0.866  C5 1.383, C7 1.391, H32 1.077
7 C -1.396 1.151 0.266  C6 1.391, N8 1.407, C24 1.395
8 N -0.136 1.768 0.166  C7 1.407, C9 1.450, C22 1.364
9 C 0.825 1.647 1.246  N8 1.450, C10 1.540, H33 1.095, H34 1.094
10 C 2.168 2.140 0.677  C9 1.540, C11 1.532, C21 1.530, H35 1.093
11 C 3.247 1.055 0.611  C10 1.532, O12 1.219, N13 1.352
12 O 4.239 1.180 1.309  C11 1.219
13 N 3.105 -0.005 -0.215  C11 1.352, C14 1.444, C20 1.453
14 C 1.965 -0.408 -1.007  N13 1.444, C15 1.540, H36 1.082, H37 1.097
15 C 1.373 -1.707 -0.429  C14 1.540, C16 1.521, O17 1.411, H38 1.106
16 C 0.195 -2.196 -1.259  C15 1.521, H39 1.086, H40 1.087, H41 1.086
17 O 2.358 -2.717 -0.409  C15 1.411, C18 1.417
18 C 3.490 -2.349 0.359  O17 1.417, C19 1.521, C20 1.536, H42 1.105
19 C 4.481 -3.502 0.314  C18 1.521, H43 1.086, H44 1.086, H45 1.086
20 C 4.110 -1.054 -0.186  N13 1.453, C18 1.536, H46 1.090, H47 1.095
21 C 1.801 2.804 -0.652  C10 1.530, C22 1.521, H48 1.091, H49 1.090
22 C 0.343 2.455 -0.911  N8 1.364, C21 1.521, O23 1.209
23 O -0.267 2.740 -1.916  C22 1.209
24 C -1.890 0.757 1.510  C7 1.395, C25 1.378, H50 1.078
25 C -3.102 0.111 1.609  C4 1.395, C24 1.378, H51 1.078
26 H -7.771 -2.063 -0.713  C1 1.086
27 H -6.823 -2.726 0.628  C1 1.087
28 H -7.631 -1.169 0.809  C1 1.086
29 H -5.333 -1.762 -1.124  C2 1.099
30 H -6.151 -0.186 -0.941  C2 1.099
31 H -3.933 0.045 -1.670  C5 1.078
32 H -1.804 1.185 -1.836  C6 1.077
33 H 0.520 2.271 2.093  C9 1.095
34 H 0.880 0.609 1.588  C9 1.094
35 H 2.601 2.877 1.359  C10 1.093
36 H 1.201 0.357 -1.050  C14 1.082
37 H 2.313 -0.614 -2.027  C14 1.097
38 H 1.041 -1.511 0.607  C15 1.106
39 H -0.170 -3.134 -0.852  C16 1.086
40 H -0.606 -1.461 -1.240  C16 1.087
41 H 0.510 -2.363 -2.285  C16 1.086
42 H 3.171 -2.166 1.401  C18 1.105
43 H 5.351 -3.271 0.920  C19 1.086
44 H 4.008 -4.405 0.690  C19 1.086
45 H 4.792 -3.679 -0.712  C19 1.086
46 H 4.931 -0.723 0.450  C20 1.090
47 H 4.473 -1.225 -1.205  C20 1.095
48 H 1.894 3.890 -0.603  C21 1.091
49 H 2.413 2.466 -1.488  C21 1.090
50 H -1.337 0.959 2.413  C24 1.078
51 H -3.485 -0.193 2.570  C25 1.078

Values from the calculation:
Multiplicity: 1
Electronic energy: -1150.1110 Ha
F_max: 0.57 eV Å⁻¹
HOMO level: -8.16 eV

Results of the Mulliken charge analysis, in e, for atoms 1 through 5: -1.43, -0.26, -0.41, 0.59, -0.38